{"formula": "C7H9N2P", "method": "wB97M-V/def2-TZVPD", "e_tot_ev": -19666.87278, "gap_ha": [0.1884, 0.2020], "spin_multiplicity": 3, "de_lowest_ev": 0.598, "charge": 0, "s_squared": 2.019, "elements": ["C", "C", "C", "C", "C", "C", "C", "N", "N", "P", "H", "H", "H", "H", "H", "H", "H", "H", "H"], "positions_angstrom": [[-1.06214, -2.70698, -0.71987], [-2.13613, -1.78675, -0.89078], [-0.01807, -2.16485, -0.02071], [-1.74033, -0.69081, -0.15481], [2.23117, 1.36576, 0.67994], [1.16670, 2.56590, 0.56939], [-0.35884, -0.79542, 0.32668], [1.96526, 0.25264, 0.12487], [0.05592, 2.00988, -0.22139], [0.58305, 0.20770, -0.83780], [-1.17752, -3.58361, -1.27798], [-2.87697, -2.12802, -1.56125], [0.68618, -2.77970, 0.52074], [-2.16242, 0.25179, 0.17118], [3.02358, 1.45414, 1.29544], [0.82770, 2.73132, 1.52238], [1.57634, 3.52587, 0.27578], [-0.20436, -0.18541, 1.20992], [-0.37913, 2.45658, -1.01174]]}